Entry from the Open Molecules 2025 dataset: a 10-piece molecular cluster, C37H70BF6N11O24 overall at a distorted geometry (ωB97M-V/def2-TZVPD).

ORCA input file:
```
! wB97M-V def2-TZVPD RIJCOSX def2/J DEFGRID3
* xyz 0 1
C 1.83221 0.01447 -5.33968
C 0.36445 -0.06063 -4.56578
O 0.28260 -0.63788 -3.29486
C 0.91509 -0.16027 -2.10678
C 1.12912 1.44991 -2.23151
O -0.02318 2.29833 -2.49934
C 0.31956 3.43986 -3.40162
C 2.43324 -0.76709 -2.10783
C 2.88011 -1.82790 -0.94951
C 4.26331 -2.42026 -1.59928
O 4.97903 -3.50019 -1.25518
O 5.03894 -1.67471 -2.66002
C 3.50295 -1.13395 0.43863
C 4.50212 0.16160 0.10535
F 4.47833 -2.02947 1.17513
C 1.60552 -2.80554 -0.70765
N 2.05445 -3.67393 0.49733
C 1.34409 -3.98045 -1.84790
F 1.00172 -3.46333 -3.19942
F 0.18104 -4.90507 -1.53687
C 2.48429 -5.11513 -2.08611
C 3.32574 -5.04258 -3.53321
C 4.49819 -6.17481 -3.91009
C 4.89833 -7.40251 -2.89547
C 4.08008 -7.49924 -1.47851
C 4.39321 -8.69141 -0.35573
F 5.85639 -8.64526 0.02095
F 4.11896 -10.05619 -0.86319
F 3.66750 -8.44751 0.94245
C 2.89828 -6.37677 -1.13405
N 0.29086 -2.07094 -0.34134
B -0.24443 -2.45230 1.06358
O -1.45394 -3.35631 1.16907
C 0.30071 -1.97599 2.52385
C -0.28744 -3.01303 3.70022
C -0.02432 -0.68233 -0.81535
C -0.21429 0.50156 0.33270
C 0.99380 1.09931 1.17226
C -1.62993 -0.58136 -1.31839
C -2.36068 -1.63600 -2.24822
C -3.99930 -1.28793 -2.19910
C -4.62928 -0.92454 -3.66880
O -4.40670 -2.05716 -4.61408
H 1.80413 0.74122 -6.27757
H 2.71528 0.34850 -4.64829
H 2.08653 -1.06240 -5.76243
H -0.10413 1.02531 -4.73855
H -0.28705 -0.73721 -5.31217
H 1.90732 1.67153 -3.11583
H 1.70082 1.96224 -1.31671
H 1.09232 4.17604 -2.92010
H -0.69488 4.03256 -3.54511
H 0.65515 3.09400 -4.47109
H 2.52430 -1.42388 -3.10577
H 3.21284 0.11455 -2.30893
H 2.71218 -0.93678 1.26170
H 4.92847 0.63300 1.11656
H 3.93366 1.04233 -0.43565
H 5.43958 -0.13012 -0.53032
H 3.06274 -3.95116 0.38899
H 1.57883 -4.60011 0.50920
H 3.15934 -4.21591 -4.34448
H 5.05272 -6.09520 -4.95315
H 5.69968 -8.22691 -3.11251
H 2.33540 -6.53497 -0.12116
H -0.38374 -2.64756 -0.94680
H -1.16774 -4.13496 0.57177
H -0.21392 -0.93876 2.76495
H 1.45851 -1.98858 2.68068
H -1.47919 -2.99132 3.74870
H 0.22364 -2.85948 4.74053
H 0.04330 -4.09702 3.32398
H -0.72628 1.45254 -0.19208
H -1.06609 0.26606 1.13943
H 2.04125 1.21361 0.66916
H 0.69779 2.21861 1.48112
H 1.22889 0.60172 2.23368
H -1.74187 0.48440 -1.84947
H -2.36947 -0.48741 -0.38033
H -2.10891 -1.63869 -3.40674
H -2.31517 -2.78592 -1.92952
H -4.60677 -2.20935 -1.78311
H -4.24255 -0.37979 -1.48807
H -5.79971 -0.72775 -3.53530
H -4.06576 0.03395 -4.07607
H -3.70919 -1.74238 -5.27390
C 3.44748 -7.07798 3.77411
N 2.22686 -6.22749 3.75718
O 1.41991 -6.41376 2.83898
O 2.11312 -5.39698 4.66622
H 3.41547 -7.75914 2.92113
H 4.31219 -6.41473 3.70572
H 3.44769 -7.63547 4.71307
C 1.09599 3.33639 5.39520
N 0.09480 3.41470 4.29747
O 0.52669 3.46236 3.13982
O -1.09646 3.42596 4.62886
H 2.09775 3.33465 4.96041
H 0.95418 4.21088 6.03352
H 0.91197 2.41021 5.94361
C 1.52750 -10.77933 1.68825
N 0.55929 -11.46616 2.58512
O 0.68239 -11.27805 3.80102
O -0.29711 -12.17466 2.04322
H 2.21944 -10.19384 2.29734
H 2.06271 -11.54976 1.12942
H 0.95594 -10.12997 1.02185
C -1.78903 5.52308 1.46025
N -1.49311 6.18237 0.15975
O -0.56197 5.72051 -0.51005
O -2.20401 7.14487 -0.15212
H -1.08993 4.69666 1.60469
H -1.66743 6.27265 2.24489
H -2.81657 5.15598 1.41734
C -5.97490 7.86447 0.83388
N -5.67522 6.90918 1.93440
O -4.51786 6.89183 2.36936
O -6.61029 6.20377 2.33072
H -5.06545 8.41661 0.58772
H -6.31656 7.28196 -0.02418
H -6.75359 8.54263 1.18909
C 5.78008 3.58508 2.98716
N 4.81187 2.89826 3.88403
O 4.93497 3.08637 5.09993
O 3.95546 2.18976 3.34214
H 6.47201 4.17058 3.59625
H 6.31529 2.81466 2.42833
H 5.20852 4.23445 2.32077
C -5.06819 3.41512 -0.34336
N -4.76685 4.62130 -1.16057
O -4.96635 5.72377 -0.63739
O -4.33838 4.42738 -2.30419
H -5.43509 3.73350 0.63469
H -5.83079 2.84040 -0.87292
H -4.14163 2.84635 -0.24125
C -0.56131 9.58492 -1.19526
N 0.63936 10.23841 -0.60800
O 1.62313 10.38051 -1.34350
O 0.56037 10.59044 0.57474
H -0.35118 9.32953 -2.23603
H -0.76569 8.68530 -0.61114
H -1.38764 10.29597 -1.13191
C -10.51613 6.38542 2.34654
N -10.21479 7.59161 1.52932
O -10.41429 8.69408 2.05251
O -9.78632 7.39769 0.38571
H -10.88303 6.70380 3.32459
H -11.27873 5.81070 1.81697
H -9.58957 5.81665 2.44865
*
```

* highest occupied orbital energy: -7.239 eV
* orbital gap: 6.4 eV